ORCA calculation (ωB97M-V/def2-TZVPD) on 6 unconnected molecules or ions with the total composition C20H30BCl10F6NO9PS in a non-equilibrium geometry.

```
! wB97M-V def2-TZVPD RIJCOSX def2/J DEFGRID3
* xyz 1 1
C 1.367 -1.361 2.038
C 1.431 -0.877 0.945
C 1.138 -0.318 -0.390
C 0.264 -1.310 -1.206
B 1.064 -2.695 -1.042
O 0.472 -3.756 -0.426
O 2.336 -2.872 -1.536
C -1.157 -1.452 -0.603
N -2.077 -0.443 -1.306
C -2.230 0.867 -0.641
O -1.416 1.694 -0.854
C -3.383 1.193 0.364
F -3.843 2.400 -0.021
F -2.902 1.357 1.599
C -4.606 0.233 0.351
F -4.982 -0.072 -0.924
F -5.627 0.929 0.870
C -4.454 -1.063 1.218
F -3.171 -1.324 1.517
F -5.108 -0.867 2.380
C -5.073 -2.332 0.561
O -4.378 -3.289 0.392
O -6.366 -2.264 0.245
C -1.500 -0.428 -2.725
P -2.042 0.873 -3.943
O -1.014 0.931 -5.003
C -0.026 -0.817 -2.686
C 0.544 -1.604 -3.866
C -0.204 -2.912 -4.227
C 0.765 -4.112 -4.446
S -0.057 -5.649 -3.999
O 0.573 -6.752 -4.637
O -0.162 -5.776 -2.575
O -1.536 -5.456 -4.606
H 1.192 -1.716 3.023
H 2.105 -0.125 -0.883
H 0.660 0.654 -0.241
H 1.168 -4.237 0.043
H 2.741 -2.023 -1.752
H -1.043 -1.350 0.476
H -1.532 -2.409 -0.970
H -2.923 -0.999 -1.436
H -6.481 -2.855 -0.516
H -1.983 -1.323 -3.159
H -3.281 0.519 -4.519
H -2.134 2.143 -3.329
H 0.574 0.108 -2.711
H 0.472 -0.950 -4.739
H 1.602 -1.830 -3.740
H -0.767 -2.823 -5.158
H -0.921 -3.243 -3.464
H 1.678 -4.024 -3.856
H 1.044 -4.233 -5.495
H -2.144 -5.569 -3.859
C 4.416 2.601 -0.754
Cl 4.650 2.157 0.934
Cl 3.531 1.333 -1.632
H 3.841 3.519 -0.802
H 5.383 2.740 -1.224
C 4.892 4.254 4.459
Cl 4.891 2.485 4.399
Cl 5.457 4.856 6.019
H 5.548 4.628 3.680
H 3.877 4.603 4.298
C 4.570 -2.339 4.783
Cl 3.465 -2.037 3.422
Cl 4.982 -0.842 5.620
H 4.083 -3.009 5.481
H 5.479 -2.790 4.403
C 1.496 6.494 3.396
Cl 1.766 5.477 4.820
Cl 2.935 6.576 2.368
H 0.680 6.075 2.819
H 1.245 7.493 3.727
C -1.994 6.163 5.155
Cl -2.635 6.078 3.506
Cl -1.062 7.639 5.418
H -2.821 6.144 5.854
H -1.344 5.310 5.318
*
```

Calculated values
**Lowest unoccupied orbital energy**: -4.74 eV
**Kohn-Sham gap**: 7.349 eV



ORCA calculation (ωB97M-V/def2-TZVPD) on a molecular structure, C5H10N2O3 in a non-equilibrium geometry.

```
! wB97M-V def2-TZVPD RIJCOSX def2/J DEFGRID3
* xyz 0 1
C 0.629 -1.499 1.438
C -0.106 1.087 -1.549
C 0.192 -0.095 1.090
C -1.360 0.789 -0.757
C -1.235 -0.059 0.478
N -2.329 0.575 1.843
N -1.880 -1.370 0.321
O -1.730 1.033 2.693
O -2.534 -1.626 1.305
O -1.644 -2.014 -0.652
H 0.029 -1.963 2.125
H 1.554 -1.478 1.779
H 0.690 -2.163 0.488
H -0.177 1.816 -2.299
H 0.585 1.510 -0.823
H 0.370 0.169 -2.071
H 0.059 0.617 1.933
H 0.786 0.194 0.327
H -2.254 0.331 -1.410
H -1.854 1.793 -0.403
*
```

Calculated values
**Lowest unoccupied orbital energy**: 0.19 eV
**Kohn-Sham gap**: 9.050 eV



no.,HOMO level (eV)
1,-12.084
2,-8.855